ORCA calculation (ωB97M-V/def2-TZVPD) on a structure of composition C21H32N2O4RhS2Se2 at a distorted geometry.

Structure (ORCA input):
```
! RIJCOSX wB97M-V def2-TZVPD def2/J DEFGRID3
* xyz 1 1
Rh -0.69 -0.49 0.04
O 1.63 -0.40 -0.19
S 2.81 -0.96 -0.89
C 3.16 0.19 -2.33
C 1.97 1.09 -2.59
C 1.99 2.31 -1.66
C 0.88 3.29 -1.95
S -0.71 2.85 -1.06
O -0.39 1.76 -0.10
C -1.53 2.03 -2.46
C -1.58 0.66 -2.54
C -2.35 0.06 -3.54
C -3.05 0.85 -4.43
C -2.96 2.23 -4.36
C -2.20 2.83 -3.37
C 4.24 -0.48 0.12
C 4.08 0.26 1.27
C 5.18 0.56 2.05
C 6.44 0.10 1.68
C 6.59 -0.66 0.53
C 5.49 -0.96 -0.26
H 3.34 -0.48 -3.18
H 4.07 0.76 -2.13
H 1.06 0.51 -2.43
H 1.97 1.42 -3.63
H 2.95 2.82 -1.78
H 1.92 1.97 -0.63
H 0.65 3.36 -3.01
H 1.13 4.28 -1.57
H -1.04 0.03 -1.79
H -2.41 -1.01 -3.60
H -3.67 0.39 -5.19
H -3.51 2.85 -5.07
H -2.13 3.91 -3.31
H 3.08 0.59 1.55
H 5.07 1.14 2.95
H 7.29 0.33 2.29
H 7.57 -1.02 0.25
H 5.59 -1.55 -1.15
O -2.35 -2.80 1.97
C -3.30 -2.44 2.95
C -3.41 -0.91 3.05
C -4.46 -0.63 4.16
O -4.74 0.72 4.36
C -3.96 -0.29 1.76
Se -3.14 -0.79 0.05
C -2.08 -0.27 3.47
Se -0.42 -0.68 2.49
H -2.38 -3.76 1.89
H -3.01 -2.84 3.92
H -4.29 -2.84 2.67
H -4.14 -1.12 5.09
H -5.42 -1.08 3.86
H -4.06 1.12 4.92
H -3.88 0.79 1.82
H -5.02 -0.56 1.66
H -1.86 -0.54 4.50
H -2.19 0.82 3.41
N 1.12 -3.27 -0.14
N -0.21 -2.78 -0.31
H 1.13 -4.28 0.03
H 1.53 -2.81 0.67
H -0.85 -3.10 0.42
H -0.54 -3.13 -1.21
*
```

total energy = -6939.31853 hartree
E_LUMO (spin up / spin down) = -3.92 / -3.92 eV
HOMO-LUMO gap (spin up / spin down) = 6.015 / 6.015 eV
max |F| = 1.80 eV Å⁻¹

The net atomic charges from Löwdin, expressed in e, are: 0.444 -0.639 1.023 -0.270 -0.238 -0.236 -0.274 1.061 -0.613 -0.376 -0.156 -0.067 -0.054 -0.054 -0.077 -0.379 -0.066 -0.060 -0.067 -0.065 -0.092 0.089 0.094 0.080 0.130 0.128 0.094 0.094 0.088 0.023 0.114 0.114 0.114 0.117 0.106 0.112 0.110 0.112 0.114 -0.252 -0.226 -0.563 -0.232 -0.030 -0.485 0.739 -0.480 0.752 0.097 0.137 0.139 0.133 0.134 0.098 0.068 0.079 0.077 0.065 -0.055 -0.082 0.095 0.053 0.048 0.110



ORCA calculation (ωB97M-V/def2-TZVPD) on a structure of composition C21H32N2O7 at a distorted geometry.

Structure (ORCA input):
```
! RIJCOSX wB97M-V def2-TZVPD def2/J DEFGRID3
* xyz 0 1
O -0.29 1.18 -2.54
C -0.88 0.47 -3.26
N -2.14 0.37 -3.47
H -2.56 -0.36 -4.20
C -3.36 0.91 -2.68
H -2.66 1.81 -2.30
H -4.00 1.45 -3.41
C -3.63 -0.24 -1.64
C -2.40 -0.85 -0.97
O -1.94 -1.75 -1.35
N -1.70 -0.24 0.13
C -2.22 1.00 0.62
H -3.36 1.56 0.18
H -2.35 1.04 1.76
C -1.20 2.11 0.50
H -0.15 1.90 0.83
O -1.55 3.61 0.96
C -1.61 3.64 2.31
H -1.68 4.58 2.72
C -0.33 3.08 3.17
H 0.45 3.18 2.71
O -0.43 1.66 3.29
C 0.46 1.04 4.31
C 1.89 0.99 3.60
O 2.29 -0.65 4.03
C 1.87 -1.36 3.10
H 0.61 -1.37 2.99
C 2.46 -1.27 1.66
O 1.68 -0.14 0.72
C 0.57 -0.58 0.04
C -0.71 -0.88 0.87
H -0.77 -0.41 1.80
H -0.99 -1.83 0.97
H 0.33 0.12 -0.80
H 0.77 -1.60 -0.47
H 3.57 -0.88 1.70
H 2.22 -2.26 1.13
H 2.47 -2.11 3.33
H 1.75 1.11 2.61
H 2.61 1.56 4.07
H -0.04 0.26 4.53
H 0.58 1.72 5.05
H -0.46 3.54 4.09
H -2.62 3.13 2.62
H -0.91 2.23 -0.64
H -4.13 -0.86 -2.07
H -4.35 0.43 -0.94
O -0.31 -0.22 -4.21
C 1.22 -0.54 -4.06
C 1.77 -1.58 -3.34
C 0.91 -2.70 -2.94
C 1.36 -3.71 -2.11
C 2.58 -3.59 -1.35
C 3.38 -2.30 -1.79
C 2.94 -1.26 -2.57
H 3.74 -0.43 -2.79
H 4.27 -2.39 -1.34
H 3.00 -4.35 -1.01
H 0.82 -4.54 -1.93
H 0.08 -2.44 -3.40
H 1.46 0.54 -3.71
H 1.64 -0.51 -5.14
*
```

total energy = -1454.94349 hartree
E_LUMO = 0.58 eV
HOMO-LUMO gap = 8.753 eV
max |F| = 16.27 eV Å⁻¹

The net atomic charges from Löwdin, expressed in e, are: 0.103 -0.761 0.052 0.211 -0.075 0.154 0.123 -0.048 -0.492 0.210 -0.076 -0.174 0.202 0.117 -0.109 0.119 -0.127 -0.236 0.075 -0.109 0.034 -0.193 -0.066 0.111 -0.080 -0.421 0.181 0.006 -0.186 -0.233 -0.127 0.086 0.096 0.115 0.118 0.156 0.118 0.078 0.048 0.089 0.054 0.086 0.105 0.153 0.130 0.002 0.147 0.009 -0.091 -0.220 0.005 -0.060 0.033 -0.038 -0.035 0.158 0.042 -0.005 0.061 0.056 0.155 0.163



ORCA calculation (ωB97M-V/def2-TZVPD) on the molecule C21H32N4O3.

Structure (ORCA input):
```
! RIJCOSX wB97M-V def2-TZVPD def2/J DEFGRID3
* xyz 0 1
C 0.28 1.83 -4.07
C 1.58 1.42 -3.41
C 2.62 0.96 -4.44
C 3.94 0.50 -3.81
C 3.98 -1.00 -3.53
N 2.91 -1.44 -2.65
C 1.84 -2.10 -3.23
O 1.79 -2.39 -4.40
N 0.82 -2.44 -2.37
C 0.79 -2.14 -1.03
C -0.32 -2.46 -0.24
C -0.33 -2.11 1.10
C -1.56 -2.42 1.90
O -2.19 -3.45 1.76
N -1.87 -1.45 2.78
C -3.11 -1.46 3.53
C -4.00 -0.29 3.10
C -3.36 1.07 3.40
N -2.14 1.31 2.63
C -2.42 1.73 1.26
C -1.31 1.33 0.30
C -1.24 2.22 3.32
C -0.39 1.51 4.37
C 0.78 -1.48 1.67
C 1.88 -1.18 0.90
C 1.88 -1.49 -0.46
C 3.03 -1.13 -1.30
O 4.03 -0.58 -0.88
H -0.45 2.16 -3.33
H -0.15 0.99 -4.62
H 0.44 2.64 -4.78
H 1.38 0.63 -2.69
H 1.99 2.27 -2.85
H 2.20 0.15 -5.04
H 2.82 1.80 -5.11
H 4.12 1.04 -2.88
H 4.76 0.72 -4.48
H 3.88 -1.57 -4.46
H 4.93 -1.26 -3.04
H 0.04 -2.93 -2.79
H -1.17 -2.97 -0.66
H -1.47 -0.52 2.69
H -2.88 -1.38 4.60
H -3.60 -2.41 3.34
H -4.95 -0.35 3.63
H -4.21 -0.39 2.03
H -4.10 1.87 3.21
H -3.11 1.10 4.46
H -2.58 2.82 1.22
H -3.34 1.26 0.94
H -0.35 1.75 0.60
H -1.21 0.25 0.26
H -1.54 1.69 -0.70
H -1.80 3.05 3.79
H -0.57 2.67 2.58
H 0.24 0.77 3.89
H 0.24 2.23 4.88
H -1.01 1.01 5.11
H 0.78 -1.26 2.73
H 2.75 -0.70 1.31
*
```

total energy = -1264.25247 hartree
SMILES = CCCCCn1c(=O)[nH]c2cc(C(=O)NCCCN(CC)CC)ccc2c1=O
E_LUMO = 0.06 eV
HOMO-LUMO gap = 9.071 eV
max |F| = 0.67 eV Å⁻¹
ΔE to the lowest compared entry with this formula, charge and spin = 0.000 eV

The net atomic charges from Löwdin, expressed in e, are: -0.106 -0.262 -0.205 -0.165 -0.124 0.068 -0.477 0.085 0.183 -0.165 0.052 -0.135 -0.459 0.068 0.075 -0.167 -0.153 -0.198 -0.225 -0.240 -0.060 -0.247 -0.070 -0.025 0.015 -0.063 -0.374 0.099 0.057 0.074 0.072 0.090 0.113 0.107 0.112 0.106 0.112 0.125 0.128 0.168 0.130 0.094 0.121 0.119 0.114 0.109 0.125 0.113 0.122 0.110 0.071 0.056 0.070 0.121 0.109 0.057 0.075 0.066 0.106 0.124



ORCA calculation (ωB97M-V/def2-TZVPD) on the molecule C21H32N4O4S2 at a distorted geometry.

Structure (ORCA input):
```
! RIJCOSX wB97M-V def2-TZVPD def2/J DEFGRID3
* xyz 0 1
C 2.11 -3.95 0.20
C 1.91 -4.20 -1.29
N 0.96 -3.29 -1.88
C -0.37 -3.74 -2.22
C -1.28 -3.90 -1.01
S 1.59 -1.92 -2.57
O 0.58 -1.35 -3.43
O 2.87 -2.21 -3.14
C 1.82 -0.83 -1.18
C 3.09 -0.36 -0.89
C 3.31 0.52 0.17
C 2.20 0.89 0.91
C 0.90 0.39 0.62
C 0.71 -0.48 -0.44
N 0.00 0.93 1.49
C 0.70 1.73 2.26
S 0.02 2.70 3.52
C -1.75 2.46 3.09
C -2.60 3.24 4.08
C -1.97 2.99 1.67
O -1.68 4.13 1.36
N -2.60 2.12 0.86
C -2.81 2.40 -0.54
C -1.99 1.45 -1.42
C -2.15 1.71 -2.92
C -2.27 0.31 -3.50
C -2.98 -0.42 -2.36
O -2.40 0.10 -1.18
N 2.03 1.76 1.96
C 3.05 2.50 2.66
C 3.65 1.69 3.80
H 1.17 -4.06 0.74
H 2.82 -4.67 0.60
H 2.49 -2.95 0.37
H 1.57 -5.22 -1.46
H 2.86 -4.06 -1.81
H -0.77 -2.98 -2.90
H -0.31 -4.69 -2.77
H -0.91 -4.68 -0.35
H -1.34 -2.97 -0.45
H -2.28 -4.17 -1.34
H 3.91 -0.68 -1.52
H 4.29 0.89 0.39
H -0.27 -0.85 -0.70
H -1.93 1.39 3.15
H -2.40 4.30 3.97
H -3.65 3.06 3.88
H -2.38 2.94 5.10
H -2.59 1.14 1.09
H -2.52 3.44 -0.72
H -3.88 2.28 -0.77
H -0.94 1.52 -1.11
H -3.07 2.28 -3.10
H -1.31 2.27 -3.32
H -1.28 -0.13 -3.66
H -2.83 0.27 -4.43
H -4.06 -0.22 -2.38
H -2.82 -1.50 -2.36
H 2.58 3.41 3.05
H 3.82 2.78 1.93
H 2.88 1.44 4.52
H 4.42 2.27 4.30
H 4.09 0.77 3.42
*
```

total energy = -2135.80778 hartree
SMILES = CCN(CC)S(=O)(=O)c1ccc2c(c1)nc(S[C@@H](C)C(=O)NC[C@@H]1CCCO1)n2CC
E_LUMO = 0.60 eV
HOMO-LUMO gap = 8.951 eV
max |F| = 1.15 eV Å⁻¹
ΔE to the lowest compared entry with this formula, charge and spin = 0.001 eV

The net atomic charges from Löwdin, expressed in e, are: -0.063 -0.245 -0.261 -0.252 -0.072 0.690 -0.291 -0.287 -0.276 -0.063 0.007 -0.144 -0.197 0.011 0.137 -0.583 1.056 -0.522 -0.106 -0.561 0.055 0.075 -0.109 -0.311 -0.113 -0.142 -0.188 -0.127 -0.032 -0.202 -0.062 0.066 0.074 0.061 0.124 0.107 0.095 0.124 0.066 0.067 0.074 0.110 0.111 0.105 0.103 0.082 0.089 0.073 0.131 0.131 0.132 0.137 0.115 0.119 0.084 0.115 0.124 0.109 0.102 0.124 0.071 0.076 0.076



> Which value of max |F| does entry 1 give?

1.80 eV Å⁻¹